{"formula": "C9H16ClNO3", "method": "ωB97M-V/def2-TZVPD", "elements": ["Cl", "O", "O", "O", "N", "C", "C", "C", "C", "C", "C", "C", "C", "C", "H", "H", "H", "H", "H", "H", "H", "H", "H", "H", "H", "H", "H", "H", "H", "H"], "positions_angstrom": [[2.03, 1.19, 2.17], [3.38, 1.41, -0.28], [-0.84, -0.01, -0.92], [0.21, 1.95, -0.56], [0.00, -0.42, 1.70], [1.36, -0.20, 1.28], [1.44, -0.12, -0.18], [0.25, 0.74, -0.61], [-2.05, 0.77, -1.05], [2.68, 0.57, -0.81], [-3.14, -0.19, -1.45], [-0.80, 0.58, 2.34], [-0.51, -1.75, 1.60], [2.99, 0.07, -2.20], [-0.50, 1.58, 2.00], [-1.19, -1.84, 0.74], [-2.85, -0.80, -2.31], [-0.71, 0.54, 3.44], [-4.02, 0.39, -1.72], [-1.90, 1.55, -1.82], [-1.08, -2.01, 2.51], [-1.86, 0.40, 2.07], [3.50, -0.90, -2.14], [2.09, -0.04, -2.82], [1.30, -1.12, -0.63], [0.31, -2.46, 1.47], [1.95, -1.07, 1.60], [-2.29, 1.25, -0.09], [3.67, 0.78, -2.68], [-3.42, -0.85, -0.63]], "e_homo_ev": -8.211, "lumo_ev": 0.6, "total_energy_ev": -29746.676, "smiles": "CCOC(=O)[C@@H](C(C)=O)[C@@H](Cl)N(C)C", "multiplicity": 1, "molar_mass_g_mol": 221.684}

{"formula": "C78H64BrClF15GeN6O7S3SeSiTi", "method": "ωB97M-V/def2-TZVPD", "elements": ["Br", "Se", "Ge", "Ti", "Cl", "S", "S", "S", "Si", "F", "F", "F", "F", "F", "F", "F", "F", "F", "F", "F", "F", "F", "F", "F", "O", "O", "O", "O", "O", "O", "O", "N", "N", "N", "N", "N", "N", "C", "C", "C", "C", "C", "C", "C", "C", "C", "C", "C", "C", "C", "C", "C", "C", "C", "C", "C", "C", "C", "C", "C", "C", "C", "C", "C", "C", "C", "C", "C", "C", "C", "C", "C", "C", "C", "C", "C", "C", "C", "C", "C", "C", "C", "C", "C", "C", "C", "C", "C", "C", "C", "C", "C", "C", "C", "C", "C", "C", "C", "C", "C", "C", "C", "C", "C", "C", "C", "C", "C", "C", "C", "C", "C", "C", "C", "C", "H", "H", "H", "H", "H", "H", "H", "H", "H", "H", "H", "H", "H", "H", "H", "H", "H", "H", "H", "H", "H", "H", "H", "H", "H", "H", "H", "H", "H", "H", "H", "H", "H", "H", "H", "H", "H", "H", "H", "H", "H", "H", "H", "H", "H", "H", "H", "H", "H", "H", "H", "H", "H", "H", "H", "H", "H", "H", "H", "H", "H", "H", "H", "H"], "positions_angstrom": [[-0.15, 1.74, -2.74], [-0.34, 2.99, 3.98], [-2.32, -1.87, 2.92], [0.10, -0.12, 0.23], [-1.38, 9.60, 1.21], [1.34, -2.45, -3.43], [-0.40, -1.02, 2.59], [2.60, -0.85, 3.42], [-0.62, 2.08, -5.00], [-4.32, -5.68, -0.04], [-7.29, -2.13, 0.78], [-5.43, -0.89, 2.27], [-4.60, -3.31, 4.49], [-2.61, -1.40, 6.21], [-3.49, 0.74, 2.13], [-2.41, -4.39, 1.44], [-3.97, 3.07, 3.45], [0.09, -5.48, 6.13], [-6.75, -4.51, -0.38], [-4.60, -5.18, 6.45], [-3.10, 0.88, 7.52], [-2.24, -6.23, 7.31], [0.08, -3.69, 4.13], [-3.77, 3.13, 6.16], [-3.21, 1.40, -1.02], [1.00, -2.07, 0.50], [-0.24, -0.89, -1.42], [-2.77, 4.10, -0.35], [4.00, 0.43, -1.74], [-1.44, 0.81, 0.20], [-1.65, -1.93, -0.11], [0.99, 4.04, 3.38], [2.37, 0.03, 2.14], [-0.28, 1.91, 2.55], [2.25, -0.56, -0.57], [0.97, 1.72, 0.57], [4.15, -1.72, -0.96], [3.58, -4.29, 3.15], [-2.85, 3.43, -3.79], [-3.43, -3.85, 4.87], [2.77, 1.35, 5.15], [1.21, 0.16, -6.04], [3.87, -3.22, 1.01], [-3.41, 0.77, 3.46], [-1.07, -4.95, 5.72], [1.58, -5.84, -1.61], [3.98, -4.51, -1.92], [-1.00, -1.91, -1.17], [0.67, 2.34, 1.75], [-2.25, -5.34, 6.32], [2.55, -6.36, -2.47], [-3.10, -0.42, 4.12], [-1.00, -0.72, -5.35], [-2.31, 1.67, -0.27], [2.34, 4.11, 1.36], [4.93, -1.21, 4.94], [-1.40, 6.91, 1.60], [-6.07, -2.66, 0.91], [3.04, -3.74, 2.00], [-3.60, -3.80, 1.23], [3.29, -2.69, -0.30], [-4.55, -4.47, 0.49], [-0.77, 0.57, -7.47], [6.30, -1.18, 5.14], [-2.23, -3.83, -2.03], [5.22, -0.29, 2.74], [-2.43, -4.93, -2.83], [-2.26, -3.42, 4.26], [-1.46, -5.25, -3.79], [-2.81, 3.47, -6.28], [-0.29, 0.47, -6.02], [-5.80, -3.88, 0.32], [4.96, -4.35, 3.32], [-0.11, -3.31, -3.15], [-1.73, 5.61, 1.24], [1.81, -4.67, -0.92], [-3.64, 1.96, 4.12], [2.06, 3.18, -5.03], [-3.20, 0.85, 6.19], [1.20, -0.37, 5.76], [-2.52, 7.71, -0.37], [4.39, -0.75, 3.74], [-2.08, 3.06, 0.31], [-2.97, -0.33, 5.49], [0.80, 0.38, 6.85], [-2.44, 5.35, 0.07], [3.75, -5.69, -2.61], [-3.45, -4.79, 5.88], [-1.10, -3.01, -2.15], [2.37, 2.10, 6.24], [-1.79, 7.95, 0.79], [5.79, -3.85, 2.32], [1.94, 2.30, -0.19], [-3.84, -2.57, 1.82], [1.36, 3.55, 2.20], [2.19, 0.11, 4.92], [-3.55, 1.99, 5.50], [7.13, -0.69, 4.14], [-3.64, 6.19, -2.00], [3.00, -3.97, -1.09], [-2.86, 6.42, -0.74], [-0.36, -4.46, -3.95], [-3.42, 1.41, -5.03], [5.25, -3.29, 1.18], [2.61, 3.45, 0.16], [-5.09, -2.02, 1.65], [1.38, 1.62, 7.09], [6.59, -0.24, 2.94], [-2.49, 2.62, -5.04], [0.61, 3.55, -5.40], [2.06, -1.78, -0.09], [0.59, 3.95, -6.88], [-1.09, -4.01, 4.70], [3.49, -0.51, -1.17], [0.23, 4.77, -4.56], [-3.79, 3.96, -3.96], [1.96, -3.69, 1.89], [2.82, 3.07, 6.41], [-0.50, -0.35, -7.99], [-2.99, 2.78, -2.93], [-2.07, -0.72, -5.54], [5.38, -4.77, 4.22], [1.03, -4.26, -0.29], [-0.77, 5.12, -4.79], [5.90, -2.89, 0.41], [8.20, -0.65, 4.30], [2.67, 4.09, -5.00], [2.50, 2.51, -5.76], [-4.23, 5.28, -1.92], [2.20, 1.79, -1.10], [-0.59, -1.65, -5.73], [-4.45, 1.74, -4.87], [6.72, -1.54, 6.07], [-2.45, 3.00, -7.20], [0.87, 3.11, -7.52], [0.39, -4.70, -4.69], [2.92, -4.67, 3.92], [-0.85, 7.09, 2.51], [0.74, -1.33, 5.55], [-2.08, 4.16, -3.52], [0.29, 4.53, -3.50], [2.84, 5.02, 1.65], [1.62, 0.12, -5.03], [0.04, 0.01, 7.52], [4.52, -6.08, -3.26], [-1.58, -6.14, -4.40], [3.35, 3.84, -0.52], [0.63, -6.35, -1.49], [7.24, 0.14, 2.16], [-1.86, 0.69, -7.54], [2.12, 2.70, -4.05], [-0.30, 1.40, -8.00], [-3.17, 0.74, -4.20], [1.06, 2.22, 7.93], [-2.82, 8.55, -0.99], [4.78, 0.04, 1.80], [2.36, -7.27, -3.02], [-2.95, -3.55, -1.28], [3.54, 1.72, 4.48], [-3.31, -5.55, -2.71], [-2.35, 4.46, -6.21], [4.93, -4.00, -2.06], [-4.30, 7.04, -2.20], [-0.85, -0.71, -4.27], [2.83, 0.94, 2.24], [-2.39, 2.99, 1.36], [-1.41, 4.82, 1.90], [4.26, -1.58, 5.71], [6.86, -3.90, 2.44], [4.80, -2.01, -1.67], [1.76, 0.89, -6.63], [1.31, 4.75, -7.05], [-1.01, 3.26, 0.27], [-3.89, 3.61, -6.36], [0.93, 5.59, -4.76], [-0.39, 4.30, -7.19], [1.37, -0.82, -6.49], [-3.39, 0.85, -5.97], [-2.97, 6.07, -2.85]], "e_homo_ev": [-1.976, -2.012], "lumo_ev": [3.4, 3.4], "s_squared": 0.78, "total_energy_ev": -413893.059, "multiplicity": 2, "molar_mass_g_mol": 1921.456, "charge": -2}

{"formula": "C23H28N2O5", "method": "ωB97M-V/def2-TZVPD", "elements": ["O", "O", "O", "O", "O", "N", "N", "C", "C", "C", "C", "C", "C", "C", "C", "C", "C", "C", "C", "C", "C", "C", "C", "C", "C", "C", "C", "C", "C", "C", "H", "H", "H", "H", "H", "H", "H", "H", "H", "H", "H", "H", "H", "H", "H", "H", "H", "H", "H", "H", "H", "H", "H", "H", "H", "H", "H", "H"], "positions_angstrom": [[1.79, 3.90, 2.12], [2.75, 0.78, 0.94], [4.65, 1.34, -0.15], [4.45, -4.21, -4.34], [-5.11, 2.26, 3.22], [2.35, -3.48, -3.70], [-1.77, 1.55, 2.04], [1.68, 2.69, 2.03], [3.29, -0.43, -0.99], [2.94, 1.83, 1.89], [-1.16, 3.99, 1.84], [-1.11, 0.34, 2.17], [-1.82, -0.97, 2.27], [2.04, -1.03, -0.96], [0.42, 1.98, 2.07], [3.66, 0.66, -0.05], [2.68, -2.47, -2.80], [-3.67, 1.88, 0.51], [1.04, -4.66, -5.24], [-3.80, 2.69, 2.91], [-5.78, 3.14, 4.08], [3.93, -1.85, -2.82], [2.44, -5.27, -5.20], [-0.85, 2.55, 1.98], [0.97, -3.87, -3.94], [0.23, 0.57, 2.20], [1.74, -2.04, -1.85], [-3.21, 1.65, 1.95], [4.23, -0.84, -1.93], [3.24, -4.27, -4.38], [3.77, 2.46, 1.58], [0.95, -3.99, -6.10], [-2.44, -1.16, 1.40], [5.19, -0.36, -1.94], [-5.89, 4.14, 3.63], [0.61, -4.50, -3.12], [-2.45, -1.02, 3.16], [0.76, -2.50, -1.81], [-3.29, 2.82, 0.11], [1.30, -0.71, -0.24], [-3.83, 3.69, 2.46], [-3.62, 0.69, 2.28], [-0.25, 4.51, 1.55], [-1.08, -1.76, 2.35], [-1.93, 4.17, 1.10], [3.16, 1.38, 2.86], [-3.31, 1.08, -0.13], [-4.75, 1.90, 0.48], [4.67, -2.17, -3.54], [2.89, -5.42, -6.18], [-5.25, 3.25, 5.04], [2.45, -6.22, -4.67], [-3.19, 2.74, 3.83], [-6.77, 2.72, 4.26], [0.25, -5.41, -5.31], [0.99, -0.17, 2.30], [0.34, -2.99, -4.02], [-1.49, 4.41, 2.79]], "e_homo_ev": -8.181, "lumo_ev": 0.4, "total_energy_ev": -37523.896, "smiles": "COC[C@@H](C)n1c(C)cc(C(=O)COC(=O)c2ccc(N3CCCC3=O)cc2)c1C", "multiplicity": 1, "molar_mass_g_mol": 412.486}

{"formula": "C6H15N2S", "method": "ωB97M-V/def2-TZVPD", "elements": ["S", "N", "N", "C", "C", "C", "C", "C", "C", "H", "H", "H", "H", "H", "H", "H", "H", "H", "H", "H", "H", "H", "H", "H"], "positions_angstrom": [[1.17, -2.82, 1.06], [2.54, -2.19, 0.77], [0.06, -0.73, -0.67], [-0.70, 1.30, 0.58], [0.17, 2.53, 0.90], [0.78, -1.28, -1.80], [-0.34, -1.70, 0.27], [-2.10, 1.75, 0.12], [-0.07, 0.55, -0.53], [1.17, 2.23, 1.17], [0.32, 1.16, -1.34], [-0.84, -1.28, 1.13], [-2.53, 2.39, 0.89], [0.92, -0.53, -2.58], [-2.76, 0.89, -0.02], [1.76, -1.62, -1.47], [1.14, -3.63, -0.06], [-0.80, 0.70, 1.48], [-0.27, 3.07, 1.73], [-2.05, 2.31, -0.80], [2.94, -1.71, 1.56], [0.22, -2.12, -2.23], [-0.95, -2.47, -0.19], [0.22, 3.20, 0.04]], "e_homo_ev": [-9.682, -15.070], "lumo_ev": [-3.6, -7.1], "s_squared": 2.01, "total_energy_ev": -20268.858, "multiplicity": 3, "molar_mass_g_mol": 147.267, "charge": 1}

{"formula": "C36H64BrN4O13PS", "method": "ωB97M-V/def2-TZVPD", "elements": ["Br", "S", "P", "O", "O", "O", "O", "O", "O", "O", "O", "O", "O", "O", "O", "O", "N", "N", "N", "N", "C", "C", "C", "C", "C", "C", "C", "C", "C", "C", "C", "C", "C", "C", "C", "C", "C", "C", "C", "C", "C", "C", "C", "C", "C", "C", "C", "C", "C", "C", "C", "C", "C", "C", "C", "C", "H", "H", "H", "H", "H", "H", "H", "H", "H", "H", "H", "H", "H", "H", "H", "H", "H", "H", "H", "H", "H", "H", "H", "H", "H", "H", "H", "H", "H", "H", "H", "H", "H", "H", "H", "H", "H", "H", "H", "H", "H", "H", "H", "H", "H", "H", "H", "H", "H", "H", "H", "H", "H", "H", "H", "H", "H", "H", "H", "H", "H", "H", "H", "H"], "positions_angstrom": [[-1.43, -3.93, -0.13], [-9.85, 1.65, -0.03], [-2.50, 2.25, -4.36], [-12.52, 1.27, -0.15], [-4.25, 6.47, 5.53], [9.82, -5.31, -1.13], [2.06, -6.91, 0.12], [3.27, -5.75, -2.48], [-1.16, 2.08, -5.31], [-3.51, 6.25, 2.54], [-0.37, -1.23, 1.35], [10.62, -4.18, 1.63], [-0.06, -2.80, -2.92], [-3.39, 9.19, 3.48], [5.08, -6.40, 0.52], [13.14, -4.34, -0.14], [-12.70, -0.71, -1.07], [-0.37, -2.49, -0.62], [-3.60, 1.12, -5.02], [-11.36, -0.40, -0.97], [-2.70, 3.11, -1.38], [12.98, -4.71, 1.22], [-7.27, 3.39, -1.47], [2.18, -5.57, -0.34], [3.18, -7.75, -0.08], [-3.92, 8.66, 2.28], [-6.25, 4.51, -1.16], [-5.19, 5.85, 6.38], [-1.39, -0.01, -3.13], [-8.70, 3.83, -1.21], [-9.74, 2.74, -1.50], [-1.00, -0.75, -2.05], [-1.11, -0.25, -0.76], [-2.71, 6.15, 3.70], [-2.05, 1.76, -1.61], [10.17, -3.53, 0.46], [-4.97, 3.96, -0.52], [-0.45, -2.12, -2.01], [14.31, -3.58, -0.33], [-3.41, 5.52, 4.88], [2.05, -5.42, -1.84], [5.89, -5.93, 1.57], [-4.24, 3.02, -1.50], [-1.62, 1.02, -0.50], [3.10, -5.93, -3.87], [-1.93, 1.25, -2.92], [9.17, -4.33, -0.34], [11.57, -5.21, 1.47], [-11.29, 0.77, -0.43], [8.92, -6.31, -1.58], [-2.58, 10.32, 3.24], [4.30, -7.52, 0.90], [-0.61, -1.30, 0.18], [-4.49, 7.27, 2.52], [-1.71, 1.55, 0.90], [-13.34, 0.29, -0.58], [2.80, -8.76, 0.09], [6.58, -6.70, 1.92], [-4.01, 4.67, 4.53], [4.07, -6.17, -4.29], [-1.72, 10.06, 2.61], [2.71, -5.02, -4.34], [-5.13, 7.03, 1.67], [-8.93, 4.66, -1.90], [2.41, -6.76, -4.07], [6.46, -5.09, 1.18], [-14.40, 0.39, -0.48], [-2.33, 3.81, -2.13], [13.18, -3.86, 1.88], [-7.20, 3.12, -2.53], [-3.15, 8.60, 1.51], [-1.29, -0.42, -4.13], [1.80, -4.38, -2.08], [-5.77, 6.64, 6.85], [-2.22, 10.68, 4.20], [-5.29, 3.40, 0.36], [13.69, -5.52, 1.46], [11.01, -3.23, -0.17], [-7.03, 2.49, -0.90], [-4.73, 9.32, 1.92], [14.38, -3.34, -1.40], [14.28, -2.64, 0.24], [1.24, -6.07, -2.20], [11.27, -5.91, 0.69], [5.28, -5.58, 2.41], [-3.17, 0.47, -5.67], [-2.75, 1.71, 1.21], [-0.63, 1.31, -5.06], [-2.29, 7.12, 3.98], [9.66, -2.63, 0.81], [11.58, -5.75, 2.42], [3.11, -5.11, 0.02], [8.11, -5.88, -2.17], [-3.15, 11.12, 2.75], [-2.66, 5.16, 5.60], [-5.11, 7.25, 3.42], [-4.32, 4.77, -0.19], [9.49, -7.01, -2.19], [-9.47, 2.14, -2.37], [4.95, -8.41, 0.93], [8.46, -4.82, 0.35], [15.21, -4.14, -0.04], [-8.84, 4.20, -0.20], [8.61, -3.66, -1.01], [-10.72, 3.19, -1.63], [-6.71, 5.27, -0.53], [-4.53, 1.99, -1.28], [-4.55, 3.23, -2.52], [-5.87, 5.20, 5.81], [-1.20, 2.51, 0.96], [-4.69, 5.25, 7.16], [3.55, -7.69, -1.10], [1.35, -5.04, 0.12], [-1.23, 0.88, 1.61], [-1.88, 5.50, 3.43], [-4.30, 1.63, -5.55], [-2.44, 3.49, -0.40], [3.88, -7.36, 1.90], [8.49, -6.85, -0.73], [-5.96, 4.95, -2.12]], "e_homo_ev": -9.014, "lumo_ev": -0.7, "total_energy_ev": -161109.111, "smiles": "Cc1c(CCCCCCCSc2nnco2)c(P(N)O)cc2c1C(=O)N(Br)C2=O.COCCOCCOC.COCCOCCOC.COCCOCCOC", "multiplicity": 1, "molar_mass_g_mol": 903.868}